# 1
Below is a cluster of 3 separate species, C46H90N4O5P in total in a non-equilibrium geometry, with properties calculated with ωB97M-V/def2-TZVPD.

The orbital gap (alpha / beta) is 7.341 / 7.887 eV. Its expectation value of S² is 2.01. The value obtained for the maximum force is 0.050 Eh/bohr. The calculation puts the total energy at -2742.86426 hartree.

Geometry as ORCA input:
```
! RIJCOSX wB97M-V def2-TZVPD def2/J DEFGRID3
* xyz 1 3
H 0.246 5.609 6.106
C 4.002 1.648 1.041
H 1.084 -6.956 -5.143
H -4.696 -7.041 -3.822
H -0.359 -0.787 -3.738
C -0.590 -6.200 -4.074
C -2.690 -0.857 -2.064
H -3.225 -1.538 -1.413
H 6.576 3.083 4.294
H -4.564 -3.702 -4.673
H 2.266 10.529 8.909
H 1.177 0.968 -5.461
N 5.676 0.929 2.738
H 2.215 -1.146 -6.050
N -3.633 -0.268 -3.057
C -2.219 -7.975 -3.282
H 0.682 6.519 4.655
H 3.206 0.135 3.994
H -0.361 -4.847 -6.239
H -6.202 -1.875 -3.014
C 3.966 2.697 3.287
H -4.841 -2.671 -2.177
H 4.581 0.106 5.378
C -5.215 -2.304 -3.128
H -6.231 -4.580 -2.258
H 3.883 2.110 5.368
C 2.718 7.875 8.903
H 4.399 6.710 8.175
C -1.057 -7.660 -4.222
H 0.144 -2.322 -6.784
H -5.424 2.738 -1.301
H 4.188 10.055 7.782
C 4.497 2.741 4.720
C -6.868 -7.103 -5.668
P -5.046 0.550 -2.149
H 0.711 9.834 8.501
H 3.356 8.410 9.610
O -0.517 -0.961 0.429
H 0.055 0.651 -0.713
H -2.636 1.602 -3.498
H -6.768 -7.630 -6.595
C 7.699 0.629 4.144
H -0.200 -8.296 -4.028
H 3.561 -0.654 2.454
H -6.651 1.924 -3.368
H -0.262 -2.658 -5.100
C 5.963 2.320 4.784
H -2.116 -0.754 -5.401
H 8.290 1.303 3.527
C 3.789 9.278 7.130
H 1.622 -2.956 1.866
H 1.132 -5.519 -6.826
H 4.565 8.518 7.076
H -5.360 -8.669 -3.949
C 1.377 -1.216 -5.359
H -1.944 1.162 -1.548
C 0.561 0.073 -5.431
H 1.665 5.411 7.933
H 5.517 -1.088 4.472
O 1.757 -0.923 0.434
H 0.919 -3.615 0.424
H -1.994 -1.483 -2.617
C 5.574 -0.141 5.010
H 2.885 2.858 3.295
H 1.733 -1.387 -4.343
C 2.150 6.673 6.254
H -3.411 -2.010 -4.176
C 1.464 -3.674 -5.790
C -0.498 0.133 -4.295
H -8.850 -7.688 -4.961
H -2.490 0.183 -0.225
H 4.532 2.523 0.665
C -1.954 0.145 -1.172
C -5.956 -6.260 -5.127
H 6.291 2.291 5.826
C -4.548 -8.087 -3.528
C -0.529 -0.257 -0.834
H 2.937 1.825 0.890
H 3.661 9.713 6.138
N 1.663 8.027 6.653
C 0.741 -2.916 1.236
H 0.040 0.036 -6.389
H 3.067 7.503 4.454
C 3.320 6.814 5.261
H -3.785 2.237 -0.851
H 2.180 -3.605 -6.604
C 3.285 0.292 2.920
C 3.375 6.549 8.522
C -7.705 -6.303 -3.749
H -4.161 2.805 -2.496
C 6.209 0.960 4.135
C -4.245 -1.388 -3.864
H -4.759 -5.288 -2.972
C -4.524 2.232 -1.641
C -7.953 -7.122 -4.791
C 1.078 5.914 5.473
H -7.195 0.254 -3.256
H 2.026 -3.737 -4.860
H 6.182 -0.303 5.900
H 4.395 3.756 5.110
C -5.716 -4.814 -3.184
O 0.431 7.929 7.043
H -4.598 -8.132 -2.437
H -1.353 -5.534 -4.483
C 0.714 -1.522 0.661
N -6.471 -5.786 -3.976
H 7.873 -0.390 3.795
H 4.395 3.546 2.744
C 4.277 1.404 2.524
C -1.900 0.200 -4.923
H -8.317 -6.057 -2.905
H 3.458 5.918 9.410
H -0.331 1.028 -3.698
C 0.566 -2.438 -5.784
C 0.687 -4.997 -5.981
C 0.769 -5.978 -4.791
C 1.710 10.030 8.116
H 1.620 10.726 7.280
O -3.305 -8.554 -3.996
H -1.917 -8.657 -2.485
C -5.424 -3.563 -4.024
O 6.469 1.607 1.969
H 8.086 0.706 5.160
H -4.997 -6.002 -5.527
H -5.984 0.735 -4.446
C -6.331 0.888 -3.425
H -1.401 -7.795 -5.245
H 4.290 0.786 0.438
C 2.446 8.763 7.691
H 1.510 -5.659 -4.061
H -0.149 -3.169 1.803
H 1.508 5.007 5.047
H -3.815 1.064 -4.650
H 3.553 5.850 4.806
H 3.131 4.950 7.098
H -2.554 -7.049 -2.804
H 4.247 7.154 5.717
H -6.297 -3.384 -4.649
H 2.279 0.541 2.582
H 1.781 7.671 9.432
C 2.564 5.814 7.454
H -0.050 -0.892 -1.575
C -3.008 0.720 -4.007
H -4.710 -1.033 -4.777
H -0.514 -5.979 -3.008
H -1.825 0.928 -5.728
*
```

---

# 2
Below is an isolated molecule of C4H6O2 in a non-equilibrium geometry, with properties calculated with ωB97M-V/def2-TZVPD.

The orbital gap is 8.903 eV. As for the SMILES: O=C/C=C\CO. The value obtained for the maximum force is 0.035 Eh/bohr. The calculation puts the total energy at -306.35104 hartree.

Geometry as ORCA input:
```
! RIJCOSX wB97M-V def2-TZVPD def2/J DEFGRID3
* xyz 0 1
H 0.334 -1.747 1.671
O -0.675 0.116 -1.338
H -0.335 -0.801 -1.343
C 0.078 -1.399 0.652
H 0.310 1.931 -1.195
O 0.577 -1.911 -0.332
H -1.684 -0.126 1.230
H 0.126 1.791 1.272
C 0.434 0.905 -0.826
C 0.181 0.899 0.663
H 1.341 0.474 -1.258
C -0.688 -0.131 0.804
*
```

---

# 3
Below is a cluster of 2 separate species, C34H30N4O4 in total in a non-equilibrium geometry, with properties calculated with ωB97M-V/def2-TZVPD.

The orbital gap is 5.093 eV. The value obtained for the maximum force is 0.056 Eh/bohr. The calculation puts the total energy at -1833.29919 hartree.

Geometry as ORCA input:
```
! RIJCOSX wB97M-V def2-TZVPD def2/J DEFGRID3
* xyz 0 1
C 2.228 6.727 5.845
H -6.113 -0.944 1.155
C 6.080 -1.902 4.797
H -4.166 0.163 5.212
C 5.733 -0.176 1.753
C 1.255 5.805 5.491
C 1.328 1.170 3.994
H -2.767 0.148 1.119
H -4.867 0.292 0.863
C -2.264 1.097 4.844
C -1.389 0.843 2.596
N -1.204 4.491 4.390
C 1.426 -0.237 3.749
C -6.598 -2.543 5.396
H 2.324 7.091 6.866
H -5.793 -5.085 3.271
C 2.002 5.903 3.175
H -4.451 -1.450 0.768
H 1.886 5.564 2.143
H 0.521 -0.849 3.875
O -1.270 4.774 5.620
C -5.337 -3.014 2.952
C 5.612 -3.029 2.694
H 7.166 -3.053 6.256
C -5.330 -1.709 3.492
C 6.144 -4.207 3.212
C 2.557 1.892 3.990
H 2.550 2.925 4.338
C 2.998 6.800 3.525
H 4.641 1.912 3.422
O 4.932 8.577 4.398
C -6.491 -3.849 4.911
H 5.581 0.900 1.644
H 5.229 -2.989 1.670
H -7.149 -2.346 6.316
H 6.808 -0.367 1.857
N 4.180 8.085 5.269
C 5.525 -1.881 3.497
H 0.072 3.975 2.793
C 0.091 1.808 4.334
H 7.122 -5.149 4.902
H 6.144 -5.110 2.600
C -2.613 0.357 2.177
O 4.320 8.331 6.492
H 3.702 7.213 2.812
C -3.410 0.415 4.471
C 1.080 5.369 4.143
H 0.604 5.389 6.253
C 6.690 -3.060 5.275
H 5.397 -0.688 0.839
C -1.186 1.282 3.932
C -5.865 -4.079 3.677
C 3.823 -0.080 3.329
N -4.748 -0.667 2.722
C 6.678 -4.233 4.508
H -6.919 -4.685 5.466
H -6.093 -0.458 5.089
N 5.031 -0.673 2.938
C -5.053 -0.696 1.294
H -2.129 1.437 5.874
O -2.243 4.245 3.703
C -3.622 0.047 3.123
H 6.052 -0.987 5.393
H -0.556 0.886 1.895
H -4.908 -3.182 1.957
C 0.052 4.424 3.786
C -6.002 -1.477 4.712
H 0.118 2.547 5.140
H 2.672 -1.912 3.232
C 3.738 1.313 3.551
C 3.130 7.211 4.873
C 2.632 -0.842 3.439
*
```

---

# 4
Below is a structure of composition C23H15ClI2NO8Ti, with properties calculated with ωB97M-V/def2-TZVPD.

The orbital gap is 6.729 eV. The value obtained for the maximum force is 0.005 Eh/bohr. The calculation puts the total energy at -3446.87987 hartree.

Geometry as ORCA input:
```
! RIJCOSX wB97M-V def2-TZVPD def2/J DEFGRID3
* xyz 1 1
H -3.597 2.596 0.708
O 1.852 -0.561 0.927
O -0.882 2.589 -1.096
C 4.065 -0.068 1.787
C -4.001 -0.272 0.264
O 0.380 -2.909 0.139
C -1.723 0.725 0.181
C 5.034 -0.659 -0.810
O -1.477 -3.718 -1.123
H 4.628 -1.568 -4.061
H 2.259 -1.648 -3.301
C 5.369 -0.972 -2.144
I 3.367 0.373 3.685
O 0.278 0.665 -1.163
H -1.629 -1.200 0.818
C -4.350 -0.005 -2.474
N 2.703 -1.082 -1.378
C -2.899 2.483 1.527
C -3.009 3.286 2.650
O 0.099 -2.158 -2.001
C -1.094 2.208 3.618
H 6.129 0.315 2.263
C -0.755 1.460 -0.769
I 7.971 -0.116 -0.125
O -0.997 -0.534 0.506
C -3.006 0.326 -0.509
H -4.489 0.112 -3.540
C -5.156 -0.746 -0.334
C 5.926 -0.269 0.231
C 3.053 -1.371 -2.620
H -6.239 -0.968 -2.172
H -5.926 -1.207 0.270
Ti 0.762 -0.935 -0.466
H -2.431 0.937 -2.495
O 0.712 -4.445 -1.661
C 3.675 -0.734 -0.483
Cl -0.110 -3.417 -1.189
C -3.183 0.458 -1.881
C 3.196 -0.447 0.808
H 6.404 -0.930 -2.457
H -2.203 3.772 4.576
C -5.331 -0.609 -1.705
C -1.885 1.534 1.450
C -2.111 3.147 3.698
H -3.800 4.022 2.706
H -0.167 0.684 2.439
H -3.883 -0.341 1.341
H -0.389 2.101 4.431
C 4.387 -1.325 -3.037
C 5.447 0.016 1.480
C -0.972 1.407 2.493
*
```

---

# 5
Below is a structure of composition C23H32FInN7O4S3, with properties calculated with ωB97M-V/def2-TZVPD.

The orbital gap (alpha / beta) is 4.969 / 6.329 eV. Its expectation value of S² is 0.75. The value obtained for the maximum force is 0.011 Eh/bohr. The calculation puts the total energy at -3064.43550 hartree.

Geometry as ORCA input:
```
! RIJCOSX wB97M-V def2-TZVPD def2/J DEFGRID3
* xyz -2 2
C 3.068 0.196 -0.071
H 5.018 -0.589 1.855
H 4.915 2.403 -1.518
H -0.353 -3.692 3.654
C -0.597 1.579 -3.738
C 4.563 1.861 0.575
C -4.272 -3.269 -1.508
H -0.706 4.150 -1.556
H 2.405 -2.038 1.505
C -0.653 3.625 -2.501
O -1.804 3.032 0.506
C 0.420 -2.201 0.677
N 3.662 0.820 1.037
C -1.183 -1.390 2.253
H 1.085 -2.915 2.963
In -0.627 1.116 -0.611
F -0.393 4.378 -6.046
S -0.234 -2.122 -3.202
O -2.276 -0.368 -1.942
H -0.636 0.496 -3.770
H 0.736 -2.731 4.675
H -5.253 -3.479 -1.105
H 4.508 0.740 2.918
N -0.853 -1.616 1.050
N -2.594 -1.630 -1.998
C -1.315 -1.196 4.575
H 3.395 -0.574 2.583
C -0.568 4.355 -3.684
C -2.303 -0.246 3.924
H 2.247 -0.183 -2.491
C -3.187 -0.124 1.612
H 5.605 1.502 0.595
H -1.902 0.771 3.865
C 1.665 -1.365 1.044
O -1.030 4.144 2.561
H 0.507 -3.221 1.074
N 3.543 0.832 -1.222
C 0.282 -2.792 3.683
S -0.811 3.048 1.637
N -2.408 -0.830 2.601
H 4.481 2.752 1.202
H -0.438 1.788 -5.893
N 2.223 -0.747 -0.142
C -0.496 2.288 -4.934
H 3.334 0.980 -3.289
H 3.334 2.905 -0.872
C 4.097 2.118 -0.850
H -0.727 -0.729 5.369
H -3.275 -0.237 4.428
H 1.390 -0.609 1.791
H 1.922 1.551 -2.369
H -2.904 0.931 1.556
H 0.418 -2.299 -0.409
H -3.725 -5.304 -2.006
C -0.484 3.663 -4.873
C 4.167 0.049 2.144
C -2.200 -3.900 -2.500
C -3.424 -4.264 -2.004
H -4.249 -0.203 1.873
C -1.729 -2.565 -2.532
O -0.833 1.712 2.273
C 2.714 0.796 -2.409
C -0.666 2.228 -2.504
S 1.003 3.171 0.690
H -4.377 -1.127 -1.171
H -3.021 -0.586 0.644
H -1.834 -2.079 4.989
N -0.469 -1.583 3.459
H -0.563 5.438 -3.691
H -1.521 -4.637 -2.905
C -3.816 -1.978 -1.526
*
```

---

# 6
Below is a structure of composition C32H30N8ORuS6, with properties calculated with ωB97M-V/def2-TZVPD.

The orbital gap (alpha / beta) is 5.613 / 5.769 eV. Its expectation value of S² is 0.76. The value obtained for the maximum force is 0.007 Eh/bohr. The calculation puts the total energy at -4234.85256 hartree.

Geometry as ORCA input:
```
! RIJCOSX wB97M-V def2-TZVPD def2/J DEFGRID3
* xyz -1 2
C 3.568 4.953 -0.804
C -0.453 0.960 -4.612
H -1.752 3.146 3.676
C 0.833 -6.108 1.162
H 0.246 2.157 -6.102
H 1.165 0.260 2.389
S -1.533 0.788 2.311
C 0.046 -2.042 4.277
S -3.214 -1.054 0.054
H -5.596 2.089 -2.093
H 0.616 6.435 -1.542
H 2.659 2.187 -2.948
N -0.742 1.979 -3.791
N 0.113 2.640 1.219
H -0.560 4.133 2.946
C 0.395 -5.862 -0.105
S -0.004 -4.212 -0.342
H 0.233 0.490 -6.425
H 5.186 -1.258 1.779
C -3.744 1.138 -1.470
H -4.137 3.019 -2.422
H -0.805 -1.915 6.323
N -0.957 -0.621 -1.877
C -0.703 -0.510 -2.992
S -2.272 1.861 -0.832
C 1.321 5.654 -1.282
C 2.554 1.170 -2.594
O -0.401 -1.766 0.673
C -0.968 -2.125 5.274
H -0.185 4.118 -1.150
C 0.436 -3.829 1.269
C -5.436 -0.702 -1.522
H 3.814 2.867 -0.345
H -6.207 -0.579 -0.754
H 3.022 6.967 -1.302
N 0.384 1.643 0.315
C 1.849 0.895 -1.420
H 3.669 0.285 -4.198
N -0.173 1.261 -5.920
H 2.024 -2.342 -1.223
C 4.112 -1.212 1.856
H -3.113 -2.585 5.274
N -0.426 -0.305 -4.269
H 0.264 -6.576 -0.903
C 1.694 -1.747 1.853
C 2.955 -1.180 -2.796
H -5.316 -1.772 -1.691
C 1.952 -0.447 2.172
C 3.116 3.654 -0.607
Ru -1.204 0.042 0.155
H -0.906 2.893 -4.176
H -4.540 1.628 -3.430
N -0.883 3.207 3.174
S 3.156 -2.599 1.556
H 1.071 -1.760 4.468
H 4.620 5.181 -0.690
C 3.336 -0.135 2.170
C 1.767 3.349 -0.736
C -4.551 2.010 -2.403
C -4.133 -0.087 -1.079
C 2.672 5.954 -1.146
N 1.677 -0.343 -0.970
C -0.417 -2.330 3.030
H -1.101 1.817 -2.839
C -0.711 2.282 2.173
C 0.304 -2.367 1.688
C -2.175 -2.475 4.754
H -5.805 -0.250 -2.444
C 3.114 0.108 -3.284
C 0.869 4.361 -1.074
H 3.384 -2.033 -3.306
C 1.271 1.957 -0.569
H 1.142 -4.890 2.999
H 3.734 0.846 2.392
S -2.094 -2.705 3.060
C 2.213 -1.354 -1.632
H 1.116 -7.088 1.522
C 0.852 -4.929 1.957
*
```

---

# 7
Below is a structure of composition C5H9CuO4 in a non-equilibrium geometry, with properties calculated with ωB97M-V/def2-TZVPD.

The orbital gap (alpha / beta) is 9.175 / 9.830 eV. Its expectation value of S² is 0.75. The value obtained for the maximum force is 0.066 Eh/bohr. The calculation puts the total energy at -2137.03793 hartree.

Geometry as ORCA input:
```
! RIJCOSX wB97M-V def2-TZVPD def2/J DEFGRID3
* xyz 1 2
C -1.794 -0.170 1.282
C -2.978 0.879 -0.323
H 2.410 1.613 -0.299
C -3.598 -0.498 -0.062
H 4.615 0.345 -0.351
H -3.697 1.702 -0.345
H -4.585 -0.447 0.412
O 3.299 -0.850 0.715
H 3.944 -1.532 0.923
O -2.680 -1.074 0.890
H 2.336 0.791 -1.976
H -3.634 -1.143 -0.945
Cu 1.322 -0.679 1.580
O -2.144 1.033 0.844
O -0.657 -0.453 1.600
C 3.666 -0.205 -0.509
C 2.595 0.731 -0.918
H -2.273 0.915 -1.229
H 3.853 -0.958 -1.290
*
```

---

> What is the formula in the second record?

C4H6O2

---

> What is the maximum force in the second record?

0.035 Eh/bohr